Entry 1:
Entry from OMol25: a cluster of 4 separate species, C15H35BINO8PS3 in total (ωB97M-V with the def2-TZVPD basis set).

CARTESIAN COORDINATES (ANGSTROEM)
C -0.261 1.255 -1.706
B -1.672 0.651 -1.640
O -2.835 1.297 -1.384
P -1.771 -1.326 -1.966
C -3.499 -1.867 -1.852
C -3.743 -3.374 -1.776
O -3.580 -3.977 -0.768
O -4.185 -3.964 -2.897
C -1.249 -1.529 -3.700
C -2.210 -0.727 -4.554
O -2.316 0.446 -4.472
I -3.465 -1.896 -5.840
C -0.651 -2.117 -0.792
C -0.371 -3.631 -0.853
O -0.837 -4.330 0.001
N 0.412 -4.144 -1.885
C -0.309 -5.129 -2.709
C 1.377 -3.271 -2.540
H -0.307 2.267 -2.120
H 0.482 0.687 -2.270
H 0.069 1.321 -0.656
H -3.285 1.149 -0.546
H -4.012 -1.420 -2.711
H -3.915 -1.405 -0.954
H -4.051 -3.431 -3.696
H -1.171 -2.573 -4.006
H -0.266 -1.056 -3.793
H -1.107 -1.922 0.182
H 0.265 -1.518 -0.815
H -1.384 -4.917 -2.765
H 0.110 -5.121 -3.716
H -0.208 -6.136 -2.303
H 0.985 -2.303 -2.865
H 2.217 -3.077 -1.869
H 1.774 -3.780 -3.416
C 2.555 0.066 2.556
S 0.768 -0.047 2.572
O 0.346 -0.017 1.127
C 0.447 1.586 3.218
H 2.940 -0.860 2.134
H 2.856 0.913 1.941
H 2.911 0.178 3.580
H 0.909 2.329 2.567
H 0.832 1.651 4.235
H -0.632 1.722 3.255
C 2.840 4.341 -1.467
S 2.585 3.356 -2.946
O 2.815 1.934 -2.562
C 4.053 3.905 -3.817
H 2.043 4.090 -0.770
H 3.809 4.093 -1.035
H 2.786 5.399 -1.723
H 4.932 3.676 -3.214
H 3.979 4.975 -4.011
H 4.094 3.362 -4.758
C 0.898 1.767 7.867
S -0.878 1.597 7.655
O -1.137 1.600 6.187
C -1.307 3.234 8.251
H 1.357 0.850 7.503
H 1.247 2.623 7.290
H 1.127 1.895 8.925
H -0.800 3.982 7.642
H -1.022 3.324 9.299
H -2.385 3.341 8.153

Values from the calculation:
relative energy (zero: lowest compared OMol25 entry of this formula, charge and spin) = 0.00 kcal/mol
HOMO level = -10.90 eV
LUMO level = -3.189 eV
total charge = +1

Entry 2:
Entry from OMol25: a structure of composition C15H35N5O16Zr at a distorted geometry (ωB97M-V with the def2-TZVPD basis set).

CARTESIAN COORDINATES (ANGSTROEM)
Zr 2.730 -0.399 -0.007
O 1.199 -1.109 1.390
C -0.144 -0.970 0.870
C -0.274 -0.934 -0.707
O 0.959 -0.515 -1.358
H -0.432 0.007 1.258
H -0.811 -1.742 1.253
H -1.111 -0.358 -1.101
H -0.454 -1.952 -1.053
C 1.073 -0.138 -4.629
N 0.499 1.272 -4.481
O -0.539 1.430 -3.862
O 1.234 2.172 -4.839
H 1.500 -0.119 -5.631
H 0.181 -0.766 -4.627
H 1.868 -0.370 -3.920
C -2.633 -3.118 -2.913
N -3.489 -4.385 -3.003
O -3.475 -4.982 -4.034
O -4.164 -4.678 -1.994
H -1.785 -3.252 -3.585
H -2.320 -3.122 -1.869
H -3.235 -2.275 -3.254
C -1.483 -5.480 0.349
N -2.639 -4.805 0.921
O -2.832 -3.633 0.707
O -3.491 -5.536 1.497
H -1.625 -5.553 -0.729
H -1.106 -6.357 0.876
H -0.704 -4.761 0.602
C -2.967 1.926 -1.889
N -3.654 3.141 -1.329
O -2.966 4.089 -1.012
O -4.847 3.224 -1.261
H -3.355 1.056 -1.361
H -1.906 2.026 -1.658
H -3.228 1.800 -2.940
C -0.882 -3.185 3.832
N -2.021 -3.739 4.546
O -3.140 -3.608 4.097
O -1.851 -4.177 5.668
H -1.154 -3.243 2.778
H 0.018 -3.785 3.969
H -0.721 -2.151 4.134
O 2.087 1.931 -0.185
C 1.588 3.009 -0.569
O 1.976 3.741 -1.626
C 3.185 3.512 -2.356
C 3.438 4.781 -3.162
C 0.310 3.493 0.082
H 3.086 2.599 -2.943
H 4.096 3.303 -1.795
H 2.867 4.949 -4.075
H 4.397 4.714 -3.676
H 3.310 5.688 -2.572
H 0.399 3.626 1.160
H -0.461 2.732 -0.036
H -0.041 4.433 -0.342
O 2.877 0.960 1.994
C 3.138 1.428 3.126
O 2.268 1.882 3.975
C 0.885 1.917 3.692
C 0.194 0.889 4.570
C 4.545 1.646 3.483
H 0.620 1.682 2.662
H 0.599 2.961 3.819
H 0.663 -0.088 4.456
H -0.858 0.850 4.288
H 0.192 1.156 5.627
H 5.260 0.910 3.116
H 4.815 1.723 4.536
H 4.743 2.626 3.048

Values from the calculation:
relative energy (zero: lowest compared OMol25 entry of this formula, charge and spin) = 0.00 kcal/mol
HOMO level = -14.57 eV
LUMO level = -10.249 eV
total charge = +2

Entry 3:
Entry from OMol25: a cluster of 3 separate species, C15H35NO3 in total at a distorted geometry (ωB97M-V with the def2-TZVPD basis set).

CARTESIAN COORDINATES (ANGSTROEM)
C 32.422 11.504 14.623
C 32.753 10.162 15.271
C 33.520 10.431 16.560
C 33.558 9.248 17.514
C 32.168 8.722 17.810
C 31.361 8.406 16.545
N 31.484 9.507 15.596
O 30.785 9.179 14.408
C 31.828 7.059 15.962
C 29.894 8.270 16.941
C 33.630 9.318 14.316
H 31.890 12.123 15.347
H 31.709 11.353 13.808
H 33.305 11.981 14.206
H 34.540 10.756 16.335
H 33.097 11.262 17.139
H 34.013 9.503 18.476
H 34.204 8.443 17.142
H 31.624 9.467 18.400
H 32.259 7.817 18.412
H 31.112 6.708 15.218
H 32.819 7.081 15.509
H 31.850 6.288 16.740
H 29.804 7.557 17.763
H 29.458 9.243 17.163
H 29.312 7.836 16.122
H 33.031 8.739 13.619
H 34.350 8.700 14.856
H 34.258 9.999 13.730
H 30.011 9.748 14.420
C 36.498 6.545 17.460
C 35.248 5.725 17.742
C 35.328 4.345 17.133
O 35.123 5.641 19.166
H 36.691 6.796 16.416
H 37.383 5.987 17.798
H 36.546 7.443 18.079
H 34.359 6.246 17.386
H 34.597 3.667 17.571
H 36.312 3.893 17.309
H 35.249 4.412 16.046
H 35.446 4.784 19.457
C 37.615 3.247 22.050
C 37.812 2.775 23.468
C 38.031 3.916 24.438
O 36.652 2.064 23.933
H 36.773 3.935 21.955
H 37.418 2.429 21.347
H 38.538 3.716 21.700
H 38.640 2.059 23.501
H 38.667 3.618 25.272
H 37.081 4.320 24.775
H 38.595 4.707 23.935
H 36.360 1.458 23.242

Values from the calculation:
relative energy (zero: lowest compared OMol25 entry of this formula, charge and spin) = 1.47 kcal/mol
HOMO level = -8.37 eV
LUMO level = 0.647 eV
structure (SMILES) = CC1(C)CCCC(C)(C)N1O.CC(C)O.CC(C)O